DFT (wB97M-V/def2-TZVPD) results for C4H4Cl12 as an isolated structure in a non-equilibrium geometry.

CARTESIAN COORDINATES (ANGSTROEM)
C1 -1.482 0.242 0.293
Cl1 -1.713 1.990 0.040
Cl2 -1.619 -0.615 -1.211
Cl3 -2.520 -0.363 1.628
H1 -0.440 0.127 0.591
C2 -2.623 -1.145 -3.444
Cl4 -4.028 -0.595 -4.307
Cl5 -1.099 -0.630 -4.187
Cl6 -2.684 -2.943 -3.182
H2 -2.771 -0.714 -2.454
C3 1.406 1.877 2.862
Cl7 1.160 0.640 4.118
Cl8 0.392 1.515 1.353
Cl9 3.098 1.972 2.468
H3 1.089 2.864 3.198
C4 2.743 -0.978 0.494
Cl10 3.226 -0.250 1.976
Cl11 4.027 -0.704 -0.717
Cl12 1.218 -0.233 -0.119
H4 2.618 -2.055 0.601

Cartesian forces, eV/Å:
C -1.0 0.0 0.3
Cl -2.1 -0.2 -1.3
Cl 1.0 0.4 3.2
Cl 0.5 0.2 -0.8
H -2.0 -0.9 0.1
C -0.9 -1.1 -1.0
Cl -0.4 0.1 -0.7
Cl -0.5 -0.2 0.0
Cl 0.2 0.8 -0.3
H -0.5 -0.3 -1.8
C -0.6 -0.2 -0.6
Cl -0.4 0.6 -0.2
Cl 2.7 5.1 6.9
Cl 0.2 6.4 1.6
H 0.0 -0.5 0.1
C 0.2 -0.7 -1.2
Cl 0.4 -5.4 -1.2
Cl -0.2 -0.2 0.1
Cl 3.7 -4.2 -2.9
H -0.3 0.3 -0.2

Calculated values
- DFT total energy (a.u.) = -5676.82781
- total charge = 0
- gap between HOMO and LUMO (eV) = 9.324
- ΔE to the lowest compared entry with this formula, charge and spin (kcal/mol) = 171.6
- molecular weight (Da) = 477.51